Entry 1:
C3H5F2N | ωB97M-V with the def2-TZVPD basis set

CARTESIAN COORDINATES (ANGSTROEM)
1 N 0.023 -1.039 1.838
2 C -0.488 -0.405 0.652
3 C 0.569 -0.506 -0.535
4 F 0.041 -0.511 -1.716
5 C 0.271 0.805 0.245
6 F -0.353 1.694 -0.583
7 H -0.247 -0.514 2.725
8 H -0.298 -2.033 2.045
9 H -1.493 -0.272 0.314
10 H 1.526 -1.114 -0.363
11 H 1.042 1.192 0.931

Cartesian forces (eV/Å) of the 2 atoms listed first:
-1.430 -0.390 2.578
2.046 -0.478 -1.004

Summary:
- Lowest unoccupied orbital energy: 0.03871 Ha
- Total charge: 0
- Kohn-Sham gap: 10.4 eV
- SMILES: N[C@@H]1[C@@H](F)[C@H]1F

Here are the Mulliken charges for atoms 1 to 4, given in e:
1 N -0.61
2 C -0.16
3 C -0.16
4 F -0.28

Entry 2:
C3H5F2N | ωB97M-V with the def2-TZVPD basis set

CARTESIAN COORDINATES (ANGSTROEM)
1 N -1.026 -0.249 -1.294
2 C -0.204 -0.167 -0.376
3 C -0.114 1.238 0.222
4 F 0.281 1.246 1.556
5 C 0.686 -1.175 0.246
6 F 0.447 -2.406 -0.346
7 H -1.168 -1.188 -1.642
8 H -1.177 1.681 0.160
9 H 0.813 1.677 -0.267
10 H 0.430 -1.169 1.302
11 H 1.823 -1.072 0.148

Cartesian forces (eV/Å) of the 2 atoms listed first:
-1.622 -0.593 -1.054
1.012 1.846 1.463

Summary:
- Lowest unoccupied orbital energy: 0.03305 Ha
- Total charge: 0
- Kohn-Sham gap: 11.2 eV
- SMILES: N=C(CF)CF

Here are the Mulliken charges for atoms 1 to 4, given in e:
1 N -0.64
2 C 0.43
3 C -0.21
4 F -0.30

Entry 3:
C3H5F2N2 | ωB97M-V with the def2-TZVPD basis set

CARTESIAN COORDINATES (ANGSTROEM)
1 C 1.788 -1.238 -0.049
2 N 0.885 -0.430 -0.051
3 C -0.075 0.408 -0.096
4 N 0.027 1.722 -0.360
5 C -1.524 -0.132 0.389
6 F -2.466 0.665 0.091
7 F -1.794 -1.299 -0.338
8 H 2.491 -1.570 0.861
9 H 2.047 -2.007 -0.811
10 H -0.834 2.301 -0.355
11 H 0.877 2.016 -0.700
12 H -1.422 -0.435 1.420

Cartesian forces (eV/Å) of the 2 atoms listed first:
3.744 -4.416 1.727
-1.526 1.977 -0.249

Summary:
- Lowest unoccupied orbital energy: -0.17419 Ha
- Total charge: +1
- Kohn-Sham gap: 10.7 eV
- SMILES: C=NC(=[NH2+])C(F)F

Here are the Mulliken charges for atoms 1 to 4, given in e:
1 C -0.12
2 N -0.03
3 C 0.32
4 N -0.32

Entry 4:
C3H5F2NO | ωB97M-V with the def2-TZVPD basis set

CARTESIAN COORDINATES (ANGSTROEM)
1 F 2.037 -0.152 1.008
2 C 1.205 -0.166 -0.087
3 F 1.899 -0.612 -1.152
4 C -0.019 -0.926 0.322
5 C -1.039 0.091 -0.187
6 N -0.372 1.380 0.183
7 O 0.926 1.148 -0.377
8 H -0.044 -1.001 1.501
9 H -0.295 -1.925 -0.071
10 H -1.453 -0.108 -1.262
11 H -1.954 0.045 0.401
12 H -0.890 2.224 -0.280

Cartesian forces (eV/Å) of the 2 atoms listed first:
0.611 -0.314 -0.435
1.681 0.228 0.759

Summary:
- Lowest unoccupied orbital energy: 0.03119 Ha
- Total charge: 0
- Kohn-Sham gap: 10.4 eV
- SMILES: FC1(F)CCNO1

Here are the Mulliken charges for atoms 1 to 4, given in e:
1 F -0.32
2 C 0.94
3 F -0.29
4 C -0.63

Entry 5:
C3H5F2NO2 | ωB97M-V with the def2-TZVPD basis set

CARTESIAN COORDINATES (ANGSTROEM)
1 O 2.506 1.739 0.489
2 N 1.446 1.258 0.547
3 C 0.383 0.815 0.369
4 C -1.132 0.989 0.528
5 O -1.874 0.052 -0.273
6 H -1.381 0.732 1.578
7 H -1.388 2.069 0.218
8 H -2.526 0.473 -0.921
9 F 0.351 -1.581 0.744
10 C 0.721 -1.669 -0.528
11 F 1.916 -1.019 -0.637
12 H 0.004 -1.188 -1.325
13 H 0.973 -2.669 -0.789

Cartesian forces (eV/Å) of the 2 atoms listed first:
2.962 0.759 0.457
-3.360 -0.458 -0.975

Summary:
- Lowest unoccupied orbital energy: 0.01357 Ha
- Total charge: 0
- Kohn-Sham gap: 9.7 eV
- SMILES: [O-][N+]#CCO.FCF

Here are the Mulliken charges for atoms 1 to 4, given in e:
1 O -0.67
2 N 0.57
3 C 0.08
4 C -0.21

Entry 6:
C3H5F3OSi | ωB97M-V with the def2-TZVPD basis set

CARTESIAN COORDINATES (ANGSTROEM)
1 C -1.460 0.866 -0.307
2 Si -1.036 -0.872 0.410
3 C 0.826 -1.136 -0.180
4 O 1.368 -2.126 -0.498
5 C 1.777 0.329 0.070
6 F 1.838 0.993 -1.111
7 F 3.058 0.195 0.388
8 F 1.223 1.105 1.046
9 H -2.503 1.046 -0.341
10 H -1.266 1.752 0.344
11 H -0.976 0.897 -1.203
12 H -0.890 -1.447 1.741
13 H -1.960 -1.602 -0.360

Cartesian forces (eV/Å) of the 2 atoms listed first:
-0.537 0.446 4.940
1.002 1.592 -1.090

Summary:
- Lowest unoccupied orbital energy: 0.01014 Ha
- Total charge: 0
- Kohn-Sham gap: 10.0 eV
- SMILES: C[SiH2]C(=O)C(F)(F)F

Here are the Mulliken charges for atoms 1 to 4, given in e:
1 C -1.09
2 Si 0.57
3 C 0.16
4 O -0.41

Entry 7:
C3H5F6IrNO4S2 | ωB97M-V with the def2-TZVPD basis set

CARTESIAN COORDINATES (ANGSTROEM)
1 Ir 0.109 0.754 0.113
2 C 0.995 4.515 -1.175
3 H 1.540 3.652 -0.757
4 H 0.407 4.962 -0.371
5 H 0.357 4.103 -1.956
6 H 1.686 5.177 -1.622
7 H 1.091 1.149 1.315
8 F 2.330 -2.902 -1.875
9 C 1.613 -2.488 -0.810
10 F 1.283 -3.558 -0.061
11 F 2.391 -1.664 -0.081
12 S 0.065 -1.585 -1.423
13 O 0.597 -0.228 -1.811
14 O -0.930 -2.273 -2.191
15 N -0.398 -1.089 0.166
16 S -2.085 -0.903 0.712
17 O -1.863 0.597 0.885
18 O -3.103 -1.421 -0.153
19 C -1.603 -1.581 2.455
20 F -1.547 -2.930 2.442
21 F -0.412 -1.093 2.837
22 F -2.523 -1.192 3.362

Cartesian forces (eV/Å) of the 2 atoms listed first:
1.073 3.623 -0.656
-0.931 -1.530 0.563

Summary:
- Spin multiplicity: 6
- Lowest unoccupied orbital energy (spin up / spin down): -0.35839 / -0.51961 Ha
- Total charge: +2
- Kohn-Sham gap (spin up / spin down): 9.3 / 4.9 eV

Here are the Mulliken charges for atoms 1 to 4, given in e:
1 Ir 1.62
2 C -0.91
3 H 0.10
4 H 0.28

Entry 8:
C3H5FN2 | ωB97M-V with the def2-TZVPD basis set

CARTESIAN COORDINATES (ANGSTROEM)
1 C 0.338 1.131 -1.678
2 C 0.112 0.256 -0.725
3 F -0.270 -0.990 -1.102
4 C 0.168 0.564 0.720
5 N -0.110 -0.213 1.689
6 N -0.590 -1.485 1.476
7 H 0.424 2.169 -1.428
8 H 0.312 0.970 -2.735
9 H 0.412 1.545 1.109
10 H -0.540 -1.835 0.495
11 H -0.256 -2.110 2.179

Cartesian forces (eV/Å) of the 2 atoms listed first:
-0.116 0.962 -0.300
-0.303 0.671 0.044

Summary:
- Lowest unoccupied orbital energy: 0.03055 Ha
- Total charge: 0
- Kohn-Sham gap: 9.5 eV
- SMILES: C=C(F)/C=N\N

Here are the Mulliken charges for atoms 1 to 4, given in e:
1 C -0.80
2 C 0.84
3 F -0.28
4 C -0.38

Entry 9:
C3H5FN2 | ωB97M-V with the def2-TZVPD basis set

CARTESIAN COORDINATES (ANGSTROEM)
1 C 0.833 -0.829 -0.129
2 C -0.171 -1.469 0.377
3 C 0.746 0.667 -0.220
4 N -0.471 1.027 0.506
5 N -1.426 0.170 0.645
6 F -2.192 -0.026 -0.724
7 H 1.741 -1.275 -0.512
8 H -0.626 -2.373 0.687
9 H 1.606 1.142 0.262
10 H 0.712 0.969 -1.274
11 H -0.752 1.998 0.382

Cartesian forces (eV/Å) of the 2 atoms listed first:
0.233 0.032 -0.062
-2.094 3.735 0.492

Summary:
- Lowest unoccupied orbital energy (spin up / spin down): 0.02368 / 0.02368 Ha
- Total charge: 0
- Kohn-Sham gap (spin up / spin down): 10.0 / 10.0 eV

Here are the Mulliken charges for atoms 1 to 4, given in e:
1 C -0.38
2 C -0.24
3 C -0.28
4 N -0.01

Entry 10:
C3H5FN2 | ωB97M-V with the def2-TZVPD basis set

CARTESIAN COORDINATES (ANGSTROEM)
1 C -2.300 -0.381 -0.247
2 C -1.143 0.306 0.160
3 F -1.212 1.712 0.069
4 C 0.228 -0.292 0.327
5 N 1.230 0.693 -0.001
6 N 2.475 0.316 -0.129
7 H -2.534 -1.562 -0.311
8 H -3.125 0.475 -0.178
9 H 0.342 -1.438 0.810
10 H 2.660 -0.725 -0.325
11 H 3.377 0.896 -0.175

Cartesian forces (eV/Å) of the 2 atoms listed first:
0.229 2.067 2.046
-1.248 -1.893 -2.008

Summary:
- Lowest unoccupied orbital energy: 0.01455 Ha
- Total charge: 0
- Kohn-Sham gap: 8.3 eV
- SMILES: C=C(F)/C=N/N

Here are the Mulliken charges for atoms 1 to 4, given in e:
1 C -0.69
2 C 0.47
3 F -0.25
4 C -0.26

Entry 11:
C3H5FN2O4 | ωB97M-V with the def2-TZVPD basis set

CARTESIAN COORDINATES (ANGSTROEM)
1 C -2.225 -0.496 -0.465
2 O -1.191 0.227 0.168
3 C -0.046 0.402 -0.527
4 N 0.758 1.344 -0.150
5 O 0.695 2.080 0.834
6 O 1.909 1.469 -0.957
7 H -2.855 0.180 -1.054
8 H -2.818 -0.942 0.332
9 H -1.832 -1.284 -1.109
10 H 0.153 -0.122 -1.450
11 H 2.481 2.108 -0.500
12 O -0.128 -2.215 0.802
13 C 0.753 -1.515 1.070
14 N 1.729 -1.108 1.650
15 F 2.615 -0.129 1.355

Cartesian forces (eV/Å) of the 2 atoms listed first:
-0.347 -0.138 -0.319
0.873 0.619 0.179

Summary:
- Lowest unoccupied orbital energy: -0.00344 Ha
- Total charge: 0
- Kohn-Sham gap: 8.6 eV
- SMILES: CO/C=[N+](\[O-])O.O=C=NF

Here are the Mulliken charges for atoms 1 to 4, given in e:
1 C -0.68
2 O -0.32
3 C -0.45
4 N 0.80

Entry 12:
C3H5FN2S | ωB97M-V with the def2-TZVPD basis set

CARTESIAN COORDINATES (ANGSTROEM)
1 C -1.748 -0.599 -0.442
2 N -0.953 -0.897 0.538
3 N 0.333 -1.199 -0.221
4 C 1.215 -0.211 0.065
5 S 2.811 -0.283 -0.227
6 C 0.610 1.262 0.498
7 F -0.247 1.653 -0.585
8 H -1.528 -0.640 -1.612
9 H -2.758 -0.078 0.195
10 H 0.636 -2.143 -0.214
11 H 1.435 2.089 0.461
12 H 0.195 1.047 1.542

Cartesian forces (eV/Å) of the 2 atoms listed first:
-2.462 1.715 2.994
0.272 -0.808 -4.342

Summary:
- Lowest unoccupied orbital energy: 0.01152 Ha
- Total charge: 0
- Kohn-Sham gap: 8.9 eV
- SMILES: C=NNC(=S)CF

Here are the Mulliken charges for atoms 1 to 4, given in e:
1 C -0.15
2 N -0.42
3 N -0.11
4 C 0.18

Entry 13:
C3H5FN2S | ωB97M-V with the def2-TZVPD basis set

CARTESIAN COORDINATES (ANGSTROEM)
1 N -2.415 -0.463 -0.059
2 C -1.067 -0.518 -0.051
3 N -0.360 -1.643 0.014
4 C -0.288 0.674 0.073
5 F -1.092 1.765 -0.005
6 C 1.004 0.894 0.020
7 S 2.270 -0.257 -0.027
8 H -2.965 -1.435 -0.132
9 H -2.967 0.311 0.200
10 H 0.656 -1.559 0.123
11 H -0.924 -2.616 0.300
12 H 1.235 1.975 0.054

Cartesian forces (eV/Å) of the 2 atoms listed first:
-1.060 -4.842 -0.785
1.308 0.584 1.477

Summary:
- Lowest unoccupied orbital energy: 0.00639 Ha
- Total charge: 0
- Kohn-Sham gap: 7.8 eV
- SMILES: NC(N)=C(F)C=S

Here are the Mulliken charges for atoms 1 to 4, given in e:
1 N -0.45
2 C 0.50
3 N -0.30
4 C 0.26

Entry 14:
C3H5FO2 | ωB97M-V with the def2-TZVPD basis set

CARTESIAN COORDINATES (ANGSTROEM)
1 F 1.109 0.397 -0.188
2 C 0.526 0.832 -1.358
3 C 1.020 0.337 -2.660
4 O 1.272 1.672 -2.190
5 H -0.427 1.179 -1.260
6 H 1.805 -0.440 -2.615
7 H 0.313 0.305 -3.493
8 C -1.537 -0.812 2.709
9 O -0.693 -0.374 1.963
10 H -1.382 -1.144 3.875
11 H -2.582 -1.070 2.359

Cartesian forces (eV/Å) of the 2 atoms listed first:
-0.328 0.506 -1.132
2.592 -0.750 -0.896

Summary:
- Lowest unoccupied orbital energy: 0.02900 Ha
- Total charge: 0
- Kohn-Sham gap: 11.0 eV
- SMILES: F[C@@H]1CO1.C=O

Here are the Mulliken charges for atoms 1 to 4, given in e:
1 F -0.24
2 C 0.13
3 C -0.38
4 O -0.37

Entry 15:
C3H5FO3 | ωB97M-V with the def2-TZVPD basis set

CARTESIAN COORDINATES (ANGSTROEM)
1 O -1.801 -0.283 -1.328
2 C -1.661 -0.194 -0.132
3 O -1.440 0.996 0.470
4 O -1.932 -1.248 0.705
5 H -1.346 1.800 -0.093
6 H -2.016 -2.027 0.117
7 C 1.894 0.849 -0.146
8 C 1.473 -0.375 0.273
9 F 0.718 -1.190 -0.457
10 H 1.705 1.144 -1.198
11 H 2.602 1.330 0.516
12 H 1.803 -0.804 1.272

Cartesian forces (eV/Å) of the 2 atoms listed first:
0.452 -0.227 0.325
-1.717 0.619 -1.555

Summary:
- Lowest unoccupied orbital energy: 0.02352 Ha
- Total charge: 0
- Kohn-Sham gap: 10.6 eV
- SMILES: O=C(O)O.C=CF

Here are the Mulliken charges for atoms 1 to 4, given in e:
1 O -0.56
2 C 0.71
3 O -0.44
4 O -0.45

Entry 16:
C3H5GaO3 | ωB97M-V with the def2-TZVPD basis set

CARTESIAN COORDINATES (ANGSTROEM)
1 H -3.454 2.375 -0.095
2 O -0.328 1.011 -0.941
3 C -0.406 0.013 -1.800
4 C -1.891 1.562 -0.695
5 O 0.585 -0.727 -1.874
6 O -1.578 -0.220 -2.269
7 C -2.551 0.797 -1.848
8 Ga 1.469 0.555 -0.804
9 H -1.727 2.619 -0.917
10 H -2.114 1.139 0.287
11 H -2.755 1.428 -2.715
12 H -3.444 0.249 -1.538

Cartesian forces (eV/Å) of the 2 atoms listed first:
-0.329 0.074 -0.055
-1.129 1.432 0.129

Summary:
- Lowest unoccupied orbital energy (spin up / spin down): -0.39085 / -0.49427 Ha
- Total charge: +2
- Kohn-Sham gap (spin up / spin down): 10.4 / 6.3 eV

Here are the Mulliken charges for atoms 1 to 4, given in e:
1 H 0.32
2 O -0.07
3 C 0.71
4 C -0.65

Entry 17:
C3H5HgO | ωB97M-V with the def2-TZVPD basis set

CARTESIAN COORDINATES (ANGSTROEM)
1 H 0.798 0.231 0.949
2 C -0.192 0.338 0.479
3 C -0.292 1.206 -0.753
4 H -0.851 0.731 1.270
5 H -1.314 1.208 -1.157
6 H -0.031 2.245 -0.500
7 H 0.397 0.860 -1.540
8 O -0.668 -1.069 0.166
9 Hg 2.082 -3.670 0.677
10 C 0.071 -2.079 0.408

Cartesian forces (eV/Å) of the 2 atoms listed first:
-0.168 0.038 -0.587
-0.080 0.186 0.810

Summary:
- Spin multiplicity: 2
- Lowest unoccupied orbital energy (spin up / spin down): 0.00526 / 0.00346 Ha
- Total charge: 0
- Kohn-Sham gap (spin up / spin down): 7.6 / 8.0 eV

Here are the Mulliken charges for atoms 1 to 4, given in e:
1 H 0.36
2 C -0.20
3 C -0.97
4 H 0.24

Entry 18:
C3H5I | ωB97M-V with the def2-TZVPD basis set

CARTESIAN COORDINATES (ANGSTROEM)
1 C -1.242 -1.753 -0.037
2 C -0.979 -0.598 0.131
3 C -0.696 0.813 0.282
4 H -1.495 -2.760 -0.169
5 H 0.209 1.080 -0.260
6 H -1.525 1.397 -0.117
7 H -0.564 1.060 1.334
8 I 3.640 0.227 0.010
9 H 2.652 0.534 -1.174

Cartesian forces (eV/Å) of the 2 atoms listed first:
0.101 0.492 0.125
-0.096 -0.322 -0.166

Summary:
- Lowest unoccupied orbital energy: 0.02328 Ha
- Total charge: 0
- Kohn-Sham gap: 10.7 eV
- SMILES: C#CC.I

Here are the Mulliken charges for atoms 1 to 4, given in e:
1 C 0.01
2 C -0.09
3 C -1.04
4 H 0.40

Entry 19:
C3H5I3N | ωB97M-V with the def2-TZVPD basis set

CARTESIAN COORDINATES (ANGSTROEM)
1 C 1.405 1.329 0.362
2 C 2.572 0.676 0.319
3 C -0.136 0.534 0.609
4 N -0.287 -0.368 -0.620
5 I 4.369 1.643 -0.134
6 I 2.612 -1.418 0.730
7 I -1.774 1.876 0.529
8 H 1.243 2.371 0.104
9 H -0.350 0.144 1.603
10 H 0.624 -1.188 -0.479
11 H 0.045 0.191 -1.430
12 H -1.220 -0.858 -0.701

Cartesian forces (eV/Å) of the 2 atoms listed first:
-2.631 -1.923 0.339
-0.707 0.134 0.185

Summary:
- Lowest unoccupied orbital energy: -0.14753 Ha
- Total charge: +1
- Kohn-Sham gap: 9.1 eV

Here are the Mulliken charges for atoms 1 to 4, given in e:
1 C -0.17
2 C -0.27
3 C -0.66
4 N -0.34

Entry 20:
C3H5IN2O | ωB97M-V with the def2-TZVPD basis set

CARTESIAN COORDINATES (ANGSTROEM)
1 O -1.131 -0.578 -2.192
2 C -0.759 -0.222 -1.139
3 C -1.047 -0.476 0.295
4 C 0.159 -0.083 1.075
5 N 0.733 1.023 0.279
6 N 0.583 0.864 -1.027
7 I 2.188 -0.098 -2.251
8 H -1.942 0.208 0.494
9 H -1.177 -1.661 0.457
10 H -0.194 0.475 1.897
11 H 0.958 -0.825 1.445
12 H 1.628 1.373 0.667

Cartesian forces (eV/Å) of the 2 atoms listed first:
-0.398 0.178 0.600
3.379 1.343 -0.608

Summary:
- Lowest unoccupied orbital energy (spin up / spin down): -0.01096 / -0.01095 Ha
- Total charge: 0
- Kohn-Sham gap (spin up / spin down): 7.7 / 7.7 eV
- SMILES: O=C1CCNN1I

Here are the Mulliken charges for atoms 1 to 4, given in e:
1 O -0.42
2 C 0.41
3 C -0.17
4 C -0.50

Calculated total energy (computed, eV): -10115.045; -10115.882; -11598.532; -12162.478; -14207.655; -21268.106; -53654.895; -8887.617; -8884.337; -8885.141; -17072.220; -19721.046; -19723.744; -10001.662; -12051.191; -61685.530; -9410.193; -11290.591; -28974.883; -16317.426